The following is a quantum chemistry calculation of a 13-piece molecular cluster, C60H156N10O23 overall, from OMol25.

XYZ file:
```
249
Properties=species:S:1:pos:R:3:forces:R:3
H 3.596 -1.634 -0.439 0.1 -0.1 0.0
C -1.543 -0.246 -1.116 -0.6 0.6 0.5
H -4.020 -3.251 0.918 0.0 0.1 0.2
C -2.617 8.025 3.602 -0.2 0.5 0.6
C -1.445 7.754 -1.905 -0.9 0.3 -1.0
H -2.826 -5.496 2.356 -0.1 -0.1 0.0
H 6.103 -2.743 0.985 -0.3 -0.2 0.2
H -3.751 -4.333 -1.054 -0.1 -0.2 -0.2
H -8.463 0.824 1.974 -0.3 -0.5 0.1
C 2.743 -1.640 4.333 0.5 0.5 -0.3
C 0.649 6.825 -2.293 0.4 0.2 1.0
H 13.404 -2.609 -0.581 -0.2 -0.3 0.3
H -6.185 -7.895 -2.559 -0.1 -0.1 0.1
H 11.235 -3.417 -1.524 -0.3 0.0 -0.1
H 6.725 -0.996 2.304 0.1 0.0 -0.1
O -0.705 6.806 -2.672 0.1 -0.1 -0.2
H -7.790 -4.889 -2.529 0.3 -0.1 -0.1
H 8.768 -3.330 -0.053 0.2 0.1 0.1
H -1.901 -0.448 -5.340 0.1 0.0 0.3
O -0.583 2.899 -2.857 0.0 -0.4 -0.1
H -1.171 -1.257 -0.944 -0.4 -0.2 -0.4
H -7.061 -2.826 0.919 0.1 0.1 0.7
H -3.752 2.190 2.795 0.4 0.2 -0.4
H 1.168 -1.461 2.908 -0.2 0.0 0.0
H 12.580 -1.201 0.038 -0.2 0.3 -0.2
C -8.623 0.672 0.903 0.5 0.9 -0.9
O 4.823 0.983 3.269 0.9 -0.6 -0.4
N 1.522 1.091 -3.645 0.5 1.3 1.0
H -9.968 -1.754 1.118 0.0 -0.1 -0.7
C -0.898 -4.910 -7.444 0.0 -0.6 0.4
C 6.344 -0.687 4.249 -0.5 -0.5 0.0
C -3.555 -4.977 -0.191 0.6 0.5 1.2
H -1.767 -7.277 -1.602 0.2 0.3 -0.3
H 2.575 2.878 -4.061 -0.1 0.2 0.0
H -0.339 -5.400 -8.251 0.1 -0.1 0.1
H 8.747 0.137 1.946 -0.2 -0.6 0.0
C -1.130 -2.405 -3.744 0.9 0.0 -0.4
H -3.607 -0.918 -5.288 0.0 0.0 -0.1
H -4.062 -1.394 -3.145 0.0 -0.3 0.0
H -5.573 -0.774 0.705 0.0 0.0 -0.3
C -3.134 -4.474 4.763 0.7 -0.5 0.2
C -8.213 -5.547 -1.755 -0.1 0.2 -1.2
H -3.006 10.014 4.223 -0.1 0.1 0.0
H 3.623 0.533 -5.127 -0.2 0.2 0.0
N -3.463 -4.707 2.308 -0.1 -0.1 0.0
H -1.430 7.460 2.135 -0.2 0.0 -0.4
C 3.952 2.061 3.440 -1.2 -0.2 -0.1
H 7.615 1.220 2.558 0.0 0.3 0.6
H -1.893 7.871 4.418 -0.1 -0.1 0.1
H -0.725 1.559 -1.405 0.3 -0.1 -0.1
H -1.918 11.847 2.128 -0.6 -0.5 0.1
H 6.314 1.357 4.692 -0.1 0.4 -0.4
C -2.586 -1.301 -5.294 0.0 0.2 -0.4
H 0.436 -1.416 5.370 -0.2 0.0 -0.1
C -0.400 -3.299 -4.733 0.1 0.2 -0.7
H -2.717 1.218 0.018 0.0 0.1 -0.2
C 9.199 0.640 3.909 -0.4 0.0 0.1
H 8.753 0.672 4.911 0.0 0.0 0.1
O -4.853 -1.144 -2.647 0.2 0.3 0.1
N -2.352 7.181 2.462 0.4 0.3 -0.3
H 2.791 0.394 -2.098 0.7 0.1 0.0
H -6.815 -4.899 -0.134 0.2 -0.3 -0.4
H 0.726 -1.355 0.746 0.1 -0.2 0.0
H -2.150 -3.369 3.230 0.1 0.3 0.3
C 11.235 -2.744 -0.656 0.1 0.2 0.0
H 2.315 -0.717 -3.385 0.4 -0.2 0.3
H 10.226 -1.210 -1.429 -0.1 0.1 0.1
H 5.719 0.845 -2.207 -0.3 -0.1 0.6
H 2.686 -4.277 6.327 -0.3 0.2 0.0
H -3.835 -5.467 -8.811 0.1 -0.1 0.2
O 12.669 -1.479 -2.066 -0.7 0.3 0.2
H -3.478 -7.062 -1.651 -0.1 0.2 0.0
H -2.274 -5.491 -9.620 0.2 0.1 0.1
N -8.493 -3.659 -0.311 -0.7 -0.2 0.6
O -0.828 5.006 1.048 -0.4 0.4 0.0
H -3.945 -5.396 7.123 0.0 0.1 0.1
H -2.283 3.825 1.879 0.1 0.1 0.1
H 0.860 -4.932 -0.164 0.0 0.0 0.1
N 7.261 -0.784 3.134 0.3 -0.6 -0.1
H 6.773 -4.077 0.030 -0.3 -0.3 0.3
H -1.979 4.363 -3.396 0.1 0.1 0.0
H 5.866 2.579 -2.480 0.1 -0.1 -0.1
C 3.418 -1.402 0.618 0.1 0.2 -0.7
C -5.396 4.943 -1.322 -1.0 -0.8 -0.8
H -2.049 2.832 -4.318 0.3 0.2 -0.3
H -3.445 1.119 4.055 0.5 0.0 0.5
H -8.684 -1.449 2.218 0.0 0.1 0.1
H -2.298 -3.592 0.938 0.1 0.0 -0.3
H -6.373 2.542 -1.494 0.1 -0.1 0.0
C -6.528 -7.210 -1.782 -0.1 0.0 -0.3
O 4.690 1.621 -3.792 -0.2 0.5 -0.4
H -4.413 -5.611 0.060 -0.2 0.1 -0.3
H -3.469 8.539 -2.174 -0.1 -0.1 0.7
C -8.145 -3.009 0.955 -0.4 0.3 -1.8
H -9.601 1.022 0.558 -0.2 -0.1 0.4
H -1.149 -2.876 -2.762 -0.4 -0.1 0.0
H -5.899 -6.317 -1.843 0.0 0.0 0.0
H -1.140 8.754 -2.229 0.3 0.1 0.4
O -2.421 -5.795 -0.403 0.1 0.2 -0.5
H -4.325 -0.464 1.871 0.3 -0.1 -0.1
C 3.910 0.470 -4.080 0.4 0.0 1.2
C -2.123 4.876 1.598 -0.3 -0.2 0.4
H -0.874 -6.385 -5.890 0.2 -0.2 -0.2
H -1.375 4.421 -0.909 -0.1 0.2 0.2
H -2.357 -5.256 4.704 -0.3 -0.4 0.1
C -0.659 4.227 -0.105 0.5 -0.3 0.0
H -2.659 2.851 -2.744 0.3 0.2 0.6
C -4.330 -5.876 6.218 0.7 0.0 -0.6
H -2.439 -1.871 -6.218 0.0 -0.2 0.1
H 3.050 -2.326 1.073 -0.2 0.1 0.3
O -4.387 -4.980 5.127 -0.6 0.0 -0.2
H 14.644 -0.841 -2.133 0.0 0.1 0.4
H -3.880 -2.995 3.464 0.0 0.1 -0.4
H 3.967 -3.102 6.197 0.2 0.2 -0.3
C -0.673 1.220 3.603 -0.4 -0.6 -0.1
C 5.158 1.748 -2.465 0.4 0.4 -0.7
O 1.483 -4.561 0.473 -0.1 0.0 0.0
H -2.489 -5.893 -2.530 0.3 0.3 0.1
C 3.193 -3.615 5.622 0.0 -0.5 0.1
H 11.205 -3.380 0.230 0.1 0.1 0.1
H 7.727 -0.886 -1.519 -0.2 0.2 0.2
H -0.770 -3.828 -7.578 -0.1 0.1 0.1
C 10.811 2.267 4.410 -0.2 0.0 0.1
H -0.020 0.863 0.916 -0.4 0.0 -0.2
C 13.620 -0.455 -2.189 -0.2 0.3 -0.4
H -4.748 5.946 -3.154 -0.2 -0.2 -0.1
H 1.416 -1.060 -0.884 0.0 -0.2 0.0
H -4.787 1.741 -1.209 -0.2 0.0 -0.1
N 10.103 -1.811 -0.617 0.1 -0.5 -0.2
H -2.892 7.544 -3.400 -0.2 -0.8 0.0
C -4.656 -0.204 0.858 -0.6 -0.6 1.0
H 6.868 -0.875 5.191 0.1 0.3 0.0
H 10.450 2.330 5.440 0.2 -0.1 0.2
H -2.804 5.725 -1.607 -0.1 -0.1 -0.1
N -1.092 -4.544 -5.004 0.1 0.0 0.6
N -0.383 0.619 -1.221 -0.5 0.1 0.5
C 1.268 -0.639 0.118 0.1 0.5 -0.5
H -8.202 -3.078 -1.095 0.1 -0.1 0.0
C -2.656 9.525 3.309 0.1 -1.2 0.2
H 3.510 2.265 2.463 0.3 0.1 -0.1
C -0.485 -5.379 -6.037 -0.3 0.7 -0.2
H 4.913 0.595 5.282 -0.1 -0.5 0.0
H 3.376 -0.983 4.941 -0.3 0.0 0.4
H 0.796 0.989 -2.930 -0.1 -1.1 -0.4
C 5.567 0.601 4.399 0.2 1.1 1.0
H -9.286 -5.492 -1.934 -0.1 0.1 0.4
C -1.342 11.400 2.950 0.9 0.7 -1.0
N -3.463 6.494 -1.532 -0.7 -0.1 -1.0
C 6.043 -3.262 0.023 1.6 0.3 -0.1
H -6.593 -1.318 -2.270 -0.4 -0.3 -0.2
H 11.206 3.247 4.146 -0.3 0.1 -0.3
H -2.783 2.808 4.127 0.1 -0.1 0.2
O -7.892 -6.907 -2.020 0.4 0.4 0.5
H -1.970 -0.020 0.963 -0.7 -0.4 0.3
O -1.355 9.997 3.006 -0.8 0.2 -0.1
H 0.992 -4.531 1.302 0.0 0.0 -0.1
C 1.761 2.530 -3.425 -0.4 0.2 -0.1
C -1.851 3.280 -3.337 -0.5 -0.5 -0.6
C -4.777 6.100 -2.073 0.6 0.3 1.7
O -2.264 -5.282 -7.525 0.0 -0.2 -0.4
C 7.631 -1.614 -0.713 0.4 -0.8 -0.1
O 2.255 -2.745 5.052 -0.6 0.0 0.2
H 9.974 -0.132 3.906 0.1 0.0 0.1
H -6.400 4.803 -1.758 0.0 0.0 -0.1
H -5.547 2.688 0.079 0.0 0.2 -0.1
H -2.128 -0.112 -2.029 0.2 -0.6 -0.3
H -3.644 -6.678 5.923 0.0 -0.2 0.4
C -2.919 7.601 -2.298 1.2 0.4 0.1
H 13.407 0.347 -1.474 0.4 -0.1 0.2
H -5.626 5.086 -0.260 0.6 0.5 0.1
H -2.041 -4.318 -5.281 -0.1 -0.2 0.1
C -0.733 -0.205 4.183 -0.8 0.4 1.0
H 3.412 -1.946 3.520 -0.2 -0.2 -0.2
H -4.919 0.858 0.919 0.3 0.0 -0.5
N 0.531 -0.609 4.768 0.3 -0.1 -0.4
O 2.517 -0.312 0.681 0.0 -0.2 0.5
H 0.207 3.143 -4.788 -0.2 -0.7 0.1
H 0.764 6.289 -1.344 0.1 0.1 0.0
O -8.333 -0.606 0.413 0.1 -0.8 0.1
O 6.465 -2.363 -0.999 -1.0 0.3 -0.2
H -0.716 3.153 0.122 0.0 0.1 0.1
H 3.093 1.749 4.053 0.2 0.1 0.3
H 0.342 4.466 -0.462 0.0 -0.3 -0.2
H -0.619 1.970 4.395 0.5 -0.1 0.1
C 8.159 0.311 2.853 0.1 1.0 -0.9
H 13.508 0.004 -3.174 -0.1 -0.2 -0.1
H -6.404 -7.684 -0.805 0.1 0.1 0.1
H -2.911 5.133 0.881 0.1 0.2 -0.2
H 4.553 -0.412 -3.985 0.0 -0.1 0.1
H -0.502 -1.511 -3.645 -0.2 0.3 0.0
H -5.312 -6.297 6.408 -0.1 0.2 -0.1
H 4.363 -1.088 1.053 -0.1 0.1 0.2
C -2.833 -5.040 -8.796 -0.5 0.4 0.5
C 0.476 3.266 -3.729 -0.4 1.3 -0.9
H 0.988 7.852 -2.110 0.0 0.0 -0.1
O -3.715 -0.573 -0.125 -0.2 0.2 0.4
H -2.792 -3.823 5.578 0.1 0.4 -0.3
H -1.350 5.620 3.446 0.0 -0.2 0.1
H 0.619 -3.438 -4.356 -0.1 -0.4 0.2
H -2.948 -3.955 -8.904 0.1 0.0 -0.5
C -3.290 -4.059 1.014 -0.5 -0.1 -0.3
C -2.511 0.138 0.026 1.3 0.4 -0.4
C -5.390 2.630 -1.010 -0.1 -0.3 0.1
H -1.333 7.587 -0.833 0.2 0.1 0.1
H 4.371 2.056 -1.774 0.0 -0.6 0.2
H -3.105 5.466 3.416 -0.1 0.1 -0.1
H -0.329 11.685 2.652 0.1 0.0 0.5
C 2.688 0.295 -3.183 -1.7 -0.6 -1.3
H -1.631 11.907 3.873 0.0 -0.3 0.2
H 5.662 -1.541 4.175 0.0 0.1 -0.2
H 0.525 4.364 -3.689 0.7 0.0 0.4
H 1.351 6.380 -2.996 -0.5 -0.1 -0.4
H -8.407 -3.699 1.755 0.1 0.1 0.2
H -3.617 7.793 3.987 0.1 -0.2 0.1
O -2.448 -2.087 -4.133 -0.3 0.0 0.4
O -1.806 1.533 2.812 -0.2 -0.1 -0.6
H -0.223 -2.754 -5.677 -0.1 0.3 0.1
H -8.328 -5.677 0.313 0.0 0.3 0.3
C -8.878 -1.684 1.160 0.5 0.0 1.9
C -2.241 5.770 2.821 0.3 0.0 -0.1
O 9.733 1.904 3.572 0.3 0.1 -0.1
C 8.848 -2.533 -0.794 0.0 0.3 -0.3
H 2.017 2.762 -2.377 0.2 -0.1 0.0
C -7.881 -4.971 -0.399 -0.4 -0.4 0.4
H 7.592 -1.117 0.260 -0.1 0.1 0.0
H -3.390 9.662 2.508 0.2 0.4 -0.2
H -1.181 -0.915 3.474 0.4 0.1 -0.5
C 1.557 -0.880 3.754 -0.2 0.1 0.4
C 12.524 -1.974 -0.735 1.1 -0.4 -0.2
H -7.893 1.329 0.415 -0.1 0.0 0.0
H 0.172 1.261 2.918 0.1 0.4 0.1
H -7.704 -1.138 -1.199 0.0 0.0 -0.5
H 5.057 -3.673 -0.166 -0.1 0.3 -0.2
H 0.597 -5.377 -5.897 0.0 0.0 -0.1
H -5.419 6.946 -1.810 -0.2 0.1 -0.5
H 1.134 1.502 -0.181 0.4 -0.3 -0.1
C -2.958 1.930 3.501 -0.7 -0.2 0.0
C 0.469 0.644 -0.043 0.3 0.4 0.3
H 1.859 0.100 3.386 0.5 -0.3 -0.3
C -2.533 -6.501 -1.624 -0.3 -1.0 0.4
C -3.145 -3.803 3.406 -0.3 0.2 0.2
H 8.803 -2.982 -1.796 0.0 -0.3 0.1
H -1.470 -0.180 4.993 0.1 0.0 0.1
H -4.506 -0.858 -1.786 0.1 -0.1 0.0
O -4.687 3.727 -1.509 0.5 0.6 0.0
H 4.357 2.986 3.858 0.5 -0.2 0.0
O -7.524 -1.542 -2.071 0.3 0.4 0.3
H 11.641 1.561 4.325 0.0 -0.2 0.1
H 3.606 -4.291 4.866 0.4 0.3 -0.1
```
Forces are in eV/Å.

E_HOMO in eV: -8.2
E_LUMO in Eh: 0.0134
Energy above the lowest of the compared OMol25 structures with the same formula, charge and spin in kcal/mol: 0.0
Kohn-Sham gap in eV: 8.61